Entry 1:
Formula: C8H19ClSi
Source: the Open Molecules 2025 dataset
Level of theory: ωB97M-V/def2-TZVPD

Properties
- LUMO energy: 0.03031 Eh
- Energy above the lowest of the compared OMol25 structures with the same formula, charge and spin: 438.2 kJ/mol
- Molar mass: 178.779 g/mol
- Frontier orbital gap: 8.94 eV

Geometry as XYZ:
```
29
Properties=species:S:1:pos:R:3:forces:R:3
C 1.72431 -0.83519 -1.30819 2.0 -0.4 -0.2
C -2.33434 0.88183 1.17312 3.0 -1.4 0.5
C 1.74223 1.99949 1.36553 0.2 1.5 1.6
C -1.23332 -1.96390 -1.63600 5.6 -0.9 -1.4
C 0.91214 0.40778 -1.11654 -1.9 -0.6 1.5
C -1.19438 1.05883 0.06449 -3.0 0.3 0.6
C 0.90337 0.75318 1.44821 3.4 -2.0 -2.4
C 0.08636 0.41501 0.23316 1.3 -4.0 -0.6
Si -0.62284 -1.91899 0.17794 -1.0 4.0 -0.8
Cl 0.86212 -3.12014 0.76148 0.7 -1.2 0.4
H 2.07703 -1.06473 -0.22808 0.0 -0.3 -2.3
H 2.60091 -0.59065 -2.01624 -0.9 -0.4 1.3
H 1.23010 -1.67634 -1.84504 0.2 0.5 1.0
H -1.80367 -0.02700 1.64137 -1.8 0.9 0.0
H -3.23054 0.59062 0.63489 -0.3 0.1 0.5
H -2.48956 1.59570 2.00368 0.1 0.0 -0.9
H 2.69788 1.89708 0.82361 -0.1 -0.2 0.9
H 1.77101 2.64491 2.36306 0.4 -1.6 -2.1
H 1.17323 2.53707 0.68528 -0.9 2.2 -1.2
H -0.93596 -1.13622 -2.41569 -0.3 -1.8 1.7
H -0.82134 -3.02368 -1.97417 -0.6 2.1 0.1
H -2.21716 -2.08994 -1.66094 -4.4 -0.3 0.0
H 1.66154 1.14954 -0.96181 0.0 1.4 -0.8
H 0.12915 0.53359 -1.87887 0.9 0.6 -0.3
H -1.66953 0.50648 -0.72266 -0.2 0.1 -1.0
H -1.05347 2.04355 -0.28538 -0.1 1.6 -0.4
H 1.65028 -0.05537 1.55596 -0.6 -0.2 0.6
H 0.26586 0.77183 2.21603 -2.2 0.0 3.4
H -1.88142 -2.28434 0.90182 0.5 0.0 0.2
```
Forces are in eV/Å.

=====

Entry 2:
Formula: C4H8N2O
Source: the Open Molecules 2025 dataset
Level of theory: ωB97M-V/def2-TZVPD

Properties
- LUMO energy: 0.02966 Eh
- Energy above the lowest of the compared OMol25 structures with the same formula, charge and spin: 287.5 kJ/mol
- SMILES: C[C@H](O)N=C=CN
- Molar mass: 100.121 g/mol
- Frontier orbital gap: 9.56 eV

Geometry as XYZ:
```
15
Properties=species:S:1:pos:R:3:forces:R:3
C 1.04845 -0.58378 -0.90199 0.2 0.1 -0.2
C 1.33914 0.79129 -0.32633 -0.3 0.2 -0.2
O 2.34463 0.59173 0.62487 0.2 0.4 0.1
N 0.21212 1.55555 0.34540 -0.1 -0.9 0.0
C -0.71402 0.78759 0.57751 0.3 -0.2 0.0
C -1.50140 -0.22905 0.82901 0.0 0.3 0.3
N -2.67132 -0.49844 0.05816 -0.2 -0.1 0.1
H 0.19669 -0.60158 -1.58812 0.1 0.1 0.1
H 0.92281 -1.35855 -0.13674 0.0 0.3 -0.1
H 1.96531 -0.79546 -1.45466 -0.1 -0.3 -0.1
H 1.65881 1.45497 -1.13489 0.1 0.0 0.1
H 2.62697 1.45866 0.93851 0.0 0.0 0.1
H -1.21195 -0.82175 1.69702 -0.2 0.1 0.1
H -2.73463 -1.49047 -0.14763 0.0 0.1 0.0
H -3.48161 -0.26072 0.61988 -0.1 -0.1 -0.2
```
Forces are in eV/Å.

=====

Entry 3:
Formula: C8H9NO3
Source: the Open Molecules 2025 dataset
Level of theory: ωB97M-V/def2-TZVPD

Properties
- LUMO energy: -0.00825 Eh
- Energy above the lowest of the compared OMol25 structures with the same formula, charge and spin: 448.0 kJ/mol
- SMILES: CCOc1ccc(C(=O)O)cn1
- Molar mass: 167.164 g/mol
- Frontier orbital gap: 8.98 eV

Geometry as XYZ:
```
21
Properties=species:S:1:pos:R:3:forces:R:3
C 3.54038 -0.68555 0.73408 -0.3 -2.3 -1.7
C 2.65330 -0.19616 -0.54296 6.0 -7.4 -2.0
O 1.95805 0.81736 -0.16057 -4.5 1.6 1.2
C 0.66592 0.45513 0.06448 -2.1 -1.6 -2.2
C -0.15260 1.50309 0.17045 -3.1 5.5 -0.8
C -1.53516 1.37582 -0.03406 -0.6 -1.9 1.7
C -2.08856 0.01847 0.05836 1.4 4.6 -0.5
C -3.46917 -0.30826 0.07770 -2.1 1.5 0.7
O -3.76315 -1.45931 0.08266 -1.7 -1.0 -0.2
O -4.44471 0.76566 0.18193 -2.0 -4.7 -2.7
C -1.17232 -1.00235 -0.10236 -2.5 -2.3 -1.3
N 0.05370 -0.76536 -0.28687 6.6 1.6 1.5
H 4.62373 -1.05766 0.30725 -2.6 1.3 1.5
H 3.50045 0.29710 1.35472 0.6 -2.4 -0.3
H 2.99904 -1.76013 1.12779 1.5 3.5 -0.3
H 2.10421 -1.20431 -1.01761 1.0 3.2 1.3
H 3.40207 0.12254 -1.30636 -0.6 0.0 0.3
H 0.11029 2.65569 0.06961 0.5 -2.8 0.6
H -2.11837 2.33046 -0.12117 0.2 -1.5 0.1
H -5.36235 0.18730 -0.25164 3.9 2.7 2.2
H -1.50475 -2.08954 -0.40543 0.4 2.3 1.0
```
Forces are in eV/Å.

=====

Entry 4:
Formula: C4H15NO3
Source: the Open Molecules 2025 dataset
Level of theory: ωB97M-V/def2-TZVPD

Properties
- LUMO energy: 0.01782 Eh
- Energy above the lowest of the compared OMol25 structures with the same formula, charge and spin: 133.4 kJ/mol
- SMILES: CN[C@H](C)CO.O.O
- Molar mass: 125.168 g/mol
- Frontier orbital gap: 9.63 eV

Geometry as XYZ:
```
23
Properties=species:S:1:pos:R:3:forces:R:3
C 0.59471 -1.94578 0.39322 -0.7 0.1 -0.2
N 0.49879 -0.69564 1.15795 -1.0 -0.2 -0.2
C -0.77277 0.09390 1.09060 1.3 1.5 -0.4
C -1.50355 0.03073 -0.24972 -0.8 -0.1 0.3
C -0.27615 1.55707 1.26821 -0.4 -0.3 0.4
O -1.34957 2.48175 1.25565 0.1 0.6 -0.3
H 0.91908 -2.75964 1.03553 0.5 0.0 -0.1
H 1.23864 -1.80106 -0.47667 0.3 -0.3 0.2
H -0.35120 -2.29028 -0.03742 -0.1 0.1 0.2
H 0.61126 -0.89805 2.13403 0.4 -0.1 0.3
H -1.41407 -0.08030 1.95904 -0.2 -0.5 -0.1
H -1.74691 1.04384 -0.57610 0.6 0.0 -0.3
H -2.51431 -0.39072 -0.22336 0.3 -0.5 0.3
H -0.92439 -0.55027 -0.95620 0.0 0.3 -0.4
H 0.31478 1.64732 2.18786 -0.1 -0.1 0.1
H 0.38627 1.85630 0.45954 0.0 -0.2 -0.2
H -2.09818 2.19893 1.77851 0.0 -0.3 0.3
O 2.85072 0.96554 -0.22116 -0.2 -0.3 -0.2
H 3.04275 0.76155 -1.13127 0.6 0.4 -0.7
H 2.21277 0.26054 -0.07233 -0.5 0.0 1.0
O -0.24162 -0.59039 -3.54403 -0.7 -1.0 -0.1
H 0.07944 0.28124 -3.33814 0.6 0.2 -0.1
H 0.44350 -1.17657 -3.89372 0.0 0.7 0.2
```
Forces are in eV/Å.

=====

Entry 5:
Formula: C23H29NNiO5SeSi
Source: the Open Molecules 2025 dataset
Level of theory: ωB97M-V/def2-TZVPD

Properties
- LUMO energy: 0.17218 Eh
- Energy above the lowest of the compared OMol25 structures with the same formula, charge and spin: 68.0 kJ/mol
- Charge: -2
- Molar mass: 565.226 g/mol
- Frontier orbital gap: 5.97 eV

Geometry as XYZ:
```
61
Properties=species:S:1:pos:R:3:forces:R:3
Ni 1.19759 0.96033 -1.90959 0.4 -0.9 0.0
O 0.69013 3.56857 0.50909 0.1 0.0 0.0
C 2.07589 3.75400 0.70876 -0.2 0.1 -0.1
C 2.91394 2.48974 0.63429 0.0 -0.2 -0.1
N 2.96579 1.85977 -0.68489 0.3 0.1 0.3
C 3.80120 0.65587 -0.64951 -0.1 0.2 0.1
C 3.84037 -0.03487 -2.01653 -0.4 -0.1 -0.4
O 4.90675 -0.49799 -2.40014 0.0 -0.1 0.0
O 2.72250 -0.04658 -2.66538 0.4 0.2 0.1
C 3.40864 2.81876 -1.69849 -0.2 -0.1 0.1
C 2.23787 3.55657 -2.37037 -0.3 -0.1 -0.2
O 2.44809 4.68737 -2.80165 -0.1 0.0 0.0
O 1.12854 2.90359 -2.47085 0.0 0.1 0.4
H 0.57049 3.18911 -0.37672 0.0 0.0 0.0
H 2.19086 4.15569 1.71755 0.0 0.0 0.0
H 2.46784 4.50571 0.01502 0.0 0.0 0.0
H 2.53350 1.75326 1.34441 0.0 0.0 0.0
H 3.93532 2.76969 0.95081 0.0 0.0 0.0
H 3.36471 -0.04211 0.07132 0.0 0.0 0.0
H 4.83142 0.88259 -0.34957 0.0 0.0 0.0
H 3.92926 2.28802 -2.49718 0.0 0.0 0.0
H 4.10031 3.55912 -1.28447 0.0 0.0 0.0
C -2.97518 -0.00353 3.70429 0.0 0.0 -0.1
C -1.62218 -0.24415 3.90276 0.0 0.0 -0.1
C -0.72819 -0.08579 2.85340 0.0 0.0 0.1
C -1.14847 0.30446 1.58013 0.2 -0.1 -0.2
C -2.51178 0.55812 1.39971 -0.1 0.1 0.0
C -3.40889 0.40332 2.44677 0.1 0.0 0.0
C -0.11450 0.45200 0.53214 0.0 -0.2 0.6
C -0.23213 0.64083 -0.76996 -0.5 1.0 -1.0
C -1.46907 0.65621 -1.58812 0.2 -0.1 0.3
C -1.91357 1.83630 -2.17776 -0.2 0.3 -0.1
C -3.06550 1.84631 -2.95592 0.1 0.0 0.1
C -3.77523 0.67106 -3.16729 0.0 0.0 0.0
C -3.31249 -0.51684 -2.61083 0.1 0.0 0.1
C -2.16234 -0.52966 -1.83155 -0.1 -0.2 -0.1
H -3.68149 -0.13020 4.51571 0.0 0.0 0.0
H -1.25993 -0.56019 4.87427 0.0 0.0 0.0
H 0.32723 -0.27859 3.01253 0.0 0.0 0.0
H -2.87605 0.88325 0.43345 0.0 0.0 0.1
H -4.46036 0.60459 2.27584 0.0 0.0 0.0
H 0.89917 0.37664 0.92121 0.0 0.1 0.1
H -1.35056 2.75086 -2.02668 0.0 0.0 0.0
H -3.39945 2.77496 -3.40444 0.0 0.0 0.0
H -4.67072 0.67741 -3.77956 0.0 0.0 0.0
H -3.84250 -1.44552 -2.78925 0.0 0.0 0.0
H -1.76074 -1.45595 -1.42993 0.0 0.0 0.0
C -2.01863 -3.37056 0.93714 -0.2 0.0 0.0
Si -0.29776 -4.03809 0.52248 0.0 0.0 -0.1
C -0.55811 -5.91486 0.45120 0.0 -0.2 0.0
C 0.71029 -3.74374 2.10236 0.1 0.0 0.2
Se 0.62389 -3.23377 -1.29666 -0.1 0.0 0.1
H -2.40800 -3.83497 1.85458 0.0 0.0 -0.1
H -2.71821 -3.58546 0.12074 0.0 0.0 0.1
H -2.00077 -2.28677 1.08805 0.0 -0.1 0.0
H -0.98324 -6.31738 1.38225 0.0 0.1 -0.1
H 0.39383 -6.41749 0.25133 -0.1 0.0 0.0
H -1.23748 -6.15128 -0.37499 0.1 0.0 0.1
H 0.48113 -4.49082 2.87516 0.0 0.1 0.0
H 0.48712 -2.75197 2.51195 0.0 -0.1 0.0
H 1.77986 -3.78496 1.87755 -0.1 0.0 0.0
```
Forces are in eV/Å.